{
  "formula": "C23H39Al2BBeCl8F12N3O15S2",
  "method": "the ωB97M-V functional and the def2-TZVPD basis",
  "homo_energy_ha": -0.3590,
  "lumo_energy_ev": -8.5,
  "charge": 1,
  "gap_ev": 1.3,
  "mol_weight_g_mol": 1247.1,
  "multiplicity": 1,
  "species": ["C", "C", "O", "N", "C", "C", "C", "C", "Al", "Cl", "C", "C", "C", "N", "O", "H", "H", "H", "H", "H", "H", "H", "H", "H", "H", "H", "H", "H", "H", "H", "H", "H", "H", "H", "C", "Cl", "Cl", "Cl", "Cl", "O", "H", "H", "H", "F", "Al", "B", "O", "C", "O", "C", "O", "O", "F", "F", "C", "O", "C", "C", "O", "C", "H", "H", "H", "H", "H", "H", "H", "H", "H", "H", "C", "F", "F", "F", "S", "O", "O", "N", "S", "O", "O", "C", "F", "F", "F", "C", "Cl", "Cl", "Cl", "H", "C", "C", "O", "C", "O", "C", "F", "F", "F", "H", "H", "H", "H", "H", "H", "Be"],
  "xyz": [[-6.6111, 5.6647, 0.4688], [-7.7234, 4.7745, 0.0155], [-8.8011, 4.7944, 0.5977], [-7.4656, 3.9516, -1.1036], [-7.8708, 2.5454, -0.9287], [-6.6885, 1.6683, -0.4889], [-7.1299, 0.5712, 0.4693], [-7.0448, 0.9436, 1.9391], [-5.1221, 1.3938, 2.2936], [-4.7682, 3.5133, 2.6088], [-4.5859, 0.2796, 4.0404], [-3.2077, 0.4596, 4.4348], [-2.0083, 0.6504, 3.4850], [-1.8731, 1.9294, 2.9290], [-1.2257, -0.2404, 3.2782], [-6.5955, 5.6402, 1.5475], [-6.7698, 6.6755, 0.1193], [-5.6609, 5.2884, 0.1301], [-7.8790, 4.3406, -1.9365], [-8.6474, 2.4407, -0.1807], [-8.2325, 2.1672, -1.8722], [-5.9405, 2.3311, -0.0704], [-6.2544, 1.2093, -1.3642], [-8.1398, 0.2583, 0.2204], [-6.4983, -0.2938, 0.3009], [-7.6550, 1.8225, 2.1355], [-7.4307, 0.1589, 2.5770], [-4.1972, 0.9203, 1.0915], [-4.8901, -0.7353, 3.8142], [-5.2398, 0.6641, 4.8155], [-3.1451, 1.2675, 5.1424], [-2.9994, -0.5781, 4.9397], [-0.8769, 2.0592, 2.7878], [-2.2899, 1.9446, 2.0049], [2.0608, -2.3611, 2.8503], [0.5883, -2.9387, 3.5704], [2.3450, -3.2437, 1.2786], [1.9889, -0.6880, 2.5170], [3.4414, -2.6754, 3.9805], [-11.1094, 6.9645, -0.1902], [-10.4862, 7.3525, -0.8335], [-11.4194, 7.6292, 0.4545], [-10.7062, 6.1814, 0.2617], [-2.0944, -0.0629, 6.0198], [3.8208, -3.0912, -0.7735], [5.4957, 2.9946, 4.2043], [4.9185, 2.0053, 5.1922], [3.6819, 1.7494, 4.8850], [2.9411, 0.9824, 5.4460], [3.3115, 2.5777, 3.6160], [2.2409, 2.5358, 3.0671], [4.3510, 3.2629, 3.2518], [6.5437, 2.4185, 3.5232], [5.8732, 4.1438, 4.8362], [7.7326, -2.8099, -0.7677], [7.3653, -3.1587, -2.0912], [8.2565, -2.6395, -3.0778], [9.2474, -3.6766, -3.5511], [10.1227, -4.0720, -2.5135], [9.7761, -5.3072, -1.9113], [7.1685, -3.4564, -0.0908], [8.7954, -2.9458, -0.5662], [7.4655, -1.7648, -0.5670], [8.7796, -1.7596, -2.6941], [7.6461, -2.3250, -3.9312], [9.8583, -3.2326, -4.3416], [8.7280, -4.5420, -3.9728], [10.0625, -6.1421, -2.5578], [8.7061, -5.3689, -1.6969], [10.3279, -5.3837, -0.9768], [-0.9771, -2.3065, -0.4120], [-1.2274, -1.7505, 0.7698], [-0.2875, -1.4190, -1.1374], [-0.1492, -3.3521, -0.1919], [-2.5236, -2.8326, -1.2447], [-3.2605, -1.6209, -1.4256], [-3.0812, -3.7951, -0.3407], [-1.8149, -3.4184, -2.5169], [-2.7029, -4.0841, -3.6626], [-3.5096, -3.1703, -4.4068], [-3.2946, -5.3361, -3.3100], [-1.3001, -4.5094, -4.7765], [-0.4391, -5.3379, -4.1737], [-0.6223, -3.4177, -5.1389], [-1.7564, -5.1021, -5.8679], [-6.1222, -4.1673, 2.4575], [-7.0832, -5.1596, 3.5509], [-7.1392, -3.0399, 1.5671], [-4.8749, -3.2853, 3.3579], [-5.6238, -4.8098, 1.7481], [7.5148, 3.3758, -3.3693], [7.6804, 2.2866, -4.4198], [7.3456, 0.9660, -3.9626], [6.0378, 0.5298, -3.9354], [5.3088, 0.7149, -4.9585], [5.2366, 1.0677, -2.6356], [6.0562, 1.1100, -1.5998], [4.2680, 0.1907, -2.3624], [4.7015, 2.2479, -2.8101], [7.8566, 3.0357, -2.3931], [8.0992, 4.2454, -3.6649], [6.4827, 3.7009, -3.2734], [8.7375, 2.2195, -4.6710], [7.1601, 2.5226, -5.3481], [6.1688, -0.5535, -3.6276], [2.7776, -3.3784, 6.0946]],
  "forces_ev_per_angstrom": [[0.1, -0.6, 0.1], [-0.4, 0.6, 0.0], [-0.3, 0.2, -0.3], [0.0, -0.4, 0.2], [0.4, -0.3, 0.3], [-0.6, 0.2, -0.2], [0.7, -0.3, 0.1], [0.2, 0.2, 0.6], [-0.4, 0.9, -1.7], [-0.2, -0.2, 0.3], [0.7, -2.0, 2.9], [-0.4, 3.7, -1.9], [0.9, -1.4, -0.7], [0.0, 0.0, 0.4], [-0.2, 0.1, 0.5], [-0.1, 0.3, 0.4], [0.0, 0.3, -0.1], [0.3, 0.0, -0.3], [0.1, 0.2, -0.2], [-0.4, 0.2, 0.0], [-0.3, 0.0, -0.3], [0.3, 0.0, 0.2], [0.3, 0.0, -0.3], [-0.3, -0.1, -0.1], [0.1, -0.3, -0.1], [0.0, 0.3, 0.2], [-0.1, -0.3, 0.1], [0.3, -0.2, 0.4], [-0.2, 0.0, -1.0], [-0.5, 0.4, -0.2], [-0.2, 0.6, -0.3], [0.9, -0.5, 1.5], [0.2, 0.1, 0.0], [-0.5, 0.2, 0.0], [-0.6, 0.7, 0.2], [0.1, -0.2, -0.1], [-0.1, -0.5, 0.7], [0.1, 0.5, 0.0], [0.4, -0.1, -0.3], [0.0, -0.2, 0.1], [0.1, 0.0, 0.0], [0.0, 0.0, 0.1], [0.4, -0.3, 0.0], [-0.8, -1.5, -0.6], [0.4, 0.1, -0.7], [0.5, 0.2, 0.0], [-0.1, 0.0, -0.2], [0.2, 0.0, 0.1], [-0.2, -0.3, -0.1], [0.0, 0.0, -0.1], [-0.4, -0.2, -0.2], [0.0, -0.1, 0.2], [0.0, -0.2, -0.2], [-0.1, 0.2, 0.1], [-0.2, 0.2, 0.1], [-0.1, 0.0, 0.1], [-0.2, 0.0, -0.1], [0.3, 0.0, 0.0], [-0.1, 0.0, 0.1], [0.1, 0.0, 0.0], [0.0, 0.0, 0.0], [0.0, -0.1, -0.1], [0.1, 0.0, 0.1], [0.0, 0.0, 0.0], [0.0, 0.0, 0.0], [0.0, 0.0, 0.0], [-0.1, 0.0, 0.0], [-0.1, 0.0, 0.0], [0.0, 0.0, 0.0], [0.1, 0.0, 0.0], [0.2, 0.1, -0.2], [-0.1, 0.0, 0.2], [0.1, 0.1, -0.1], [0.0, -0.1, 0.0], [0.2, -0.1, 0.1], [-0.1, 0.3, -0.2], [-0.1, -0.3, 0.2], [-0.6, 0.0, 0.0], [0.2, -0.1, -0.2], [0.0, 0.4, -0.1], [0.1, -0.3, 0.3], [0.2, 0.2, 0.3], [0.1, -0.1, 0.0], [0.1, 0.1, -0.1], [-0.2, -0.1, -0.2], [-0.2, 0.1, 0.1], [0.0, 0.0, 0.0], [0.0, 0.0, 0.0], [0.1, -0.1, 0.0], [0.1, 0.0, -0.1], [-0.3, -0.2, 0.1], [0.5, 0.4, -0.5], [-0.3, 0.2, 1.1], [1.4, 0.1, -1.7], [-0.5, -0.1, 0.4], [-0.4, 0.0, 1.2], [0.2, -0.1, 0.0], [-0.1, -0.2, -0.2], [0.0, 0.1, -0.3], [0.1, 0.0, 0.0], [0.1, 0.0, 0.0], [0.0, 0.0, 0.0], [0.0, -0.2, 0.0], [-0.2, -0.1, 0.1], [-0.4, 0.0, 0.0], [-0.1, 0.1, 0.1]],
  "lowdin_charge": [-0.016, -0.479, 0.035, 0.025, -0.185, -0.198, -0.305, -0.233, 0.031, 0.272, -0.048, -0.175, -0.465, 0.139, 0.066, 0.064, 0.084, 0.072, 0.124, 0.103, 0.120, 0.068, 0.118, 0.113, 0.080, 0.057, 0.047, 0.000, 0.024, 0.106, 0.140, 0.219, 0.106, 0.054, -1.905, 0.637, 0.440, 0.720, 0.519, 0.354, 0.199, 0.202, 0.177, -0.244, 0.874, -1.044, 0.223, -0.433, 0.094, -0.437, 0.089, 0.226, 0.160, 0.186, -0.123, -0.241, -0.198, -0.200, -0.181, -0.103, 0.074, 0.094, 0.088, 0.133, 0.118, 0.133, 0.131, 0.093, 0.080, 0.092, -0.682, 0.108, 0.117, 0.039, 0.540, -0.281, -0.294, -0.304, 0.574, -0.274, -0.276, -0.698, 0.117, 0.124, 0.148, -1.522, 0.540, 0.560, 0.541, 0.017, -0.052, -0.194, -0.032, -0.435, 0.180, -0.555, 0.200, 0.144, 0.223, 0.087, 0.089, 0.069, 0.127, 0.126, 0.206, 0.527]
}